Record 1
Computed, not measured: the molecule C4H7NOS in a non-equilibrium geometry, with ωB97M-V with the def2-TZVPD basis set.

Summary:
**Energy above the lowest of the compared OMol25 structures with the same formula, charge and spin**: 123.27 kcal per mole
**LUMO level (alpha / beta)**: -0.78 / 0.32 eV
**HOMO level (alpha / beta)**: -8.12 / -8.71 eV
**Frontier orbital gap (alpha / beta)**: 7.3 / 9.0 eV
**F_max**: 2.37 eV/A

Last column: natural (NBO) charge in e.
Cartesian coordinates (Å):
C 1.03 -1.36 0.01  -0.310
C 0.26 -2.37 0.23  -0.123
C 0.54 -0.03 -0.40  -0.453
C -0.85 0.37 0.26  -0.261
N -0.87 1.80 0.00  -0.849
O -3.33 -0.59 0.57  -0.808
S -2.30 -0.51 -0.49  0.937
H 2.04 -1.46 0.31  0.216
H -0.15 -3.26 0.52  0.205
H 1.23 0.82 0.02  0.237
H 0.73 0.04 -1.51  0.245
H -1.03 0.27 1.36  0.236
H -1.03 2.25 0.89  0.361
H -1.65 2.15 -0.53  0.367

Record 2
Computed, not measured: a cluster of 2 separate species, C6H16 in total in a non-equilibrium geometry, with ωB97M-V with the def2-TZVPD basis set.

Summary:
**Energy above the lowest of the compared OMol25 structures with the same formula, charge and spin**: 27.30 kcal per mole
**LUMO level (alpha / beta)**: -2.95 / -10.73 eV
**HOMO level (alpha / beta)**: -14.60 / -14.50 eV
**Spin multiplicity**: 2
**Charge**: +1
**Frontier orbital gap (alpha / beta)**: 11.6 / 3.8 eV
**F_max**: 3.78 eV/A

Last column: natural (NBO) charge in e.
Cartesian coordinates (Å):
C -1.52 -2.15 -0.95  -0.630
C -0.49 -2.90 -0.09  -0.626
H -2.47 -2.66 -1.02  0.242
H -1.95 -1.30 -0.33  0.183
H -1.32 -1.52 -1.85  0.212
H -0.51 -4.03 -0.36  0.238
H -0.69 -2.70 0.96  0.213
H 0.56 -2.53 -0.15  0.198
C 0.72 1.80 0.22  -0.138
C 0.80 1.01 -1.12  -0.616
C -0.74 1.77 0.84  -0.534
C 1.76 1.32 1.16  -0.625
H 0.89 2.92 -0.03  0.426
H 1.68 0.48 -1.46  0.265
H -1.44 1.57 0.03  0.256
H -0.84 0.89 1.46  0.258
H -1.00 2.68 1.41  0.259
H 2.69 1.04 0.65  0.270
H 1.90 2.02 1.98  0.273
H 1.43 0.34 1.62  0.318
H 0.49 1.74 -1.86  0.249
H 0.04 0.21 -1.11  0.311